(1)
ORCA calculation (the ωB97M-V functional and the def2-TZVPD basis) on C36H37NP2PdSe as an isolated structure.

The calculation puts the HOMO-LUMO gap (spin up / spin down) at 5.306 / 5.412 eV. The expectation value of S² is 2.0176. For the LUMO energy (spin up / spin down), the calculation gives -0.384 / -1.295 eV.

Geometry as ORCA input:
```
! RIJCOSX wB97M-V def2-TZVPD def2/J DEFGRID3
* xyz 0 3
Pd 2.60 0.43 -0.91
C 6.05 1.04 0.10
C 5.48 2.17 0.56
C 5.57 3.49 -0.13
C 5.13 3.40 -1.62
C 4.17 2.31 -2.06
C 4.25 0.96 -2.06
C 5.57 0.32 -2.30
C 6.65 0.78 -1.22
C 0.00 0.98 -1.72
H 6.30 0.29 0.86
H 5.39 2.22 1.66
H 6.62 3.86 -0.07
H 5.04 4.26 0.45
H 4.72 4.40 -1.88
H 6.08 3.30 -2.18
H 3.40 2.72 -2.72
H 3.39 0.25 -2.33
H 6.00 0.62 -3.29
H 5.49 -0.77 -2.33
H 7.36 -0.07 -1.07
H 7.28 1.63 -1.56
H 0.43 -0.03 -1.79
H -0.81 0.93 -2.46
H -0.47 1.19 -0.76
P 2.81 1.66 1.05
P 0.99 2.31 -2.37
C 2.32 3.13 0.09
C 1.59 3.33 -1.06
C 2.06 2.08 2.61
C 2.52 3.20 3.34
C 2.11 3.40 4.65
C 1.17 2.54 5.22
C 0.69 1.43 4.51
C 1.14 1.20 3.21
C 3.87 0.14 1.55
C 4.12 -0.90 0.64
C 4.77 -2.06 1.00
C 5.38 -2.09 2.27
C 5.22 -1.03 3.15
C 4.41 0.05 2.82
C -0.42 3.30 -2.96
C -1.25 3.86 -1.97
C -2.45 4.48 -2.31
C -2.85 4.55 -3.64
C -2.06 3.95 -4.63
C -0.86 3.32 -4.29
C 1.68 1.54 -3.91
C 1.77 0.13 -4.03
C 2.43 -0.45 -5.10
C 2.77 0.32 -6.21
C 2.59 1.70 -6.17
C 2.07 2.30 -5.03
H 2.58 4.05 0.64
H 1.27 4.38 -1.23
H 3.22 3.84 2.83
H 2.49 4.27 5.17
H 0.78 2.78 6.21
H -0.05 0.75 4.97
H 0.84 0.30 2.67
H 3.86 -0.89 -0.43
H 4.78 -2.94 0.37
H 5.91 -2.96 2.61
H 5.67 -1.02 4.13
H 4.21 0.83 3.52
H -0.98 3.83 -0.91
H -3.08 4.93 -1.55
H -3.74 5.10 -3.95
H -2.35 3.99 -5.68
H -0.26 2.87 -5.08
H 1.42 -0.55 -3.25
H 2.69 -1.52 -5.07
H 3.21 -0.15 -7.08
H 2.88 2.32 -7.02
H 1.95 3.38 -5.02
Se 0.29 -2.70 2.57
C 0.90 -1.88 1.15
N 1.27 -1.29 0.18
*
```

From a Mulliken analysis of the wavefunction, the atomic charges in e read:
1. Pd -1.063
2. C 0.030
3. C -0.739
4. C -1.047
5. C -1.603
6. C -0.398
7. C 1.576
8. C -1.639
9. C -1.040
10. C -1.479
11. H 0.548
12. H 0.904
13. H 0.499
14. H 0.240
15. H 0.394
16. H 0.450
17. H 0.468
18. H 0.062
19. H 0.378
20. H 0.355
21. H 0.484
22. H 0.359
23. H 0.503
24. H 0.625
25. H 0.129
26. P 2.064
27. P 2.666
28. C -0.828
29. C -0.990
30. C 0.227
31. C -0.371
32. C -0.766
33. C -0.447
34. C -0.688
35. C 0.062
36. C 1.149
37. C -0.389
38. C -1.231
39. C -0.733
40. C -0.874
41. C -0.857
42. C 0.653
43. C -0.769
44. C -0.772
45. C -0.451
46. C -0.801
47. C -0.285
48. C 0.536
49. C -0.825
50. C -0.715
51. C -0.631
52. C -0.827
53. C -0.321
54. H 0.458
55. H 0.577
56. H 0.347
57. H 0.425
58. H 0.373
59. H 0.422
60. H -0.088
61. H 0.619
62. H 0.491
63. H 0.394
64. H 0.441
65. H 0.513
66. H 0.353
67. H 0.401
68. H 0.357
69. H 0.409
70. H 0.355
71. H 0.310
72. H 0.434
73. H 0.409
74. H 0.434
75. H 0.620
76. Se -0.304
77. C 0.127
78. N -0.656



(2)
ORCA calculation (the ωB97M-V functional and the def2-TZVPD basis) on C4H2NaO2Tl as an isolated structure.

The calculation puts the HOMO-LUMO gap (spin up / spin down) at 6.319 / 5.452 eV. For the LUMO energy (spin up / spin down), the calculation gives -0.980 / -0.914 eV.

Geometry as ORCA input:
```
! RIJCOSX wB97M-V def2-TZVPD def2/J DEFGRID3
* xyz 0 1
C -1.39 -1.45 -0.63
C -0.25 -1.39 -0.03
O -2.41 -1.01 -1.15
Tl -2.51 0.91 1.57
H 0.06 -1.57 0.98
C 1.16 0.35 -0.33
C 2.13 0.94 0.44
O 3.00 1.50 0.97
Na -1.09 1.51 -0.41
H 1.30 0.21 -1.41
*
```

From a Mulliken analysis of the wavefunction, the atomic charges in e read:
1. C 0.501
2. C -0.703
3. O -0.572
4. Tl 0.150
5. H 0.380
6. C -1.120
7. C 0.783
8. O -0.398
9. Na 0.648
10. H 0.332



(3)
ORCA calculation (the ωB97M-V functional and the def2-TZVPD basis) on a 10-piece molecular cluster, C55H60N10O4P overall.

The calculation puts the HOMO-LUMO gap at 6.381 eV. For the LUMO energy, the calculation gives -4.159 eV.

Geometry as ORCA input:
```
! RIJCOSX wB97M-V def2-TZVPD def2/J DEFGRID3
* xyz 1 1
C 0.56 -2.58 0.43
C -0.75 -1.89 0.81
C -1.20 -0.71 -0.06
C -0.60 -0.59 -1.43
O -0.99 -1.72 -2.30
C -1.91 -1.47 -3.23
C -1.68 -0.69 -4.38
C -0.34 -0.04 -4.63
O -0.04 0.96 -4.07
O 0.43 -0.71 -5.52
C -2.70 -0.49 -5.30
C -3.93 -1.09 -5.10
N -4.10 -1.88 -4.03
C -3.14 -2.09 -3.11
P -3.67 -3.23 -1.79
O -5.15 -3.24 -1.81
H 1.34 -1.84 0.20
H 0.94 -3.15 1.26
H 0.43 -3.23 -0.43
H -0.64 -1.50 1.83
H -1.55 -2.64 0.89
H -2.29 -0.68 -0.14
H -0.93 0.23 0.43
H 0.49 -0.59 -1.42
H -0.92 0.35 -1.89
H 0.09 -0.65 -6.42
H -2.54 0.13 -6.16
H -4.77 -0.96 -5.77
H -5.00 -2.32 -3.85
H -3.03 -4.41 -2.18
H -3.02 -2.80 -0.64
N 3.09 -4.74 1.21
C 2.33 -5.84 1.34
C 2.46 -6.96 0.54
C 3.42 -6.94 -0.47
C 4.21 -5.81 -0.62
C 4.00 -4.75 0.25
H 1.60 -5.81 2.14
H 1.83 -7.82 0.70
H 3.56 -7.80 -1.11
H 4.98 -5.76 -1.37
H 4.61 -3.85 0.17
N -0.90 3.08 -1.02
C -1.07 4.05 -0.12
C -0.04 4.84 0.35
C 1.24 4.63 -0.13
C 1.44 3.63 -1.07
C 0.34 2.89 -1.48
H -2.09 4.19 0.23
H -0.24 5.62 1.08
H 2.07 5.23 0.21
H 2.42 3.42 -1.48
H 0.43 2.09 -2.21
N -1.34 -2.03 -7.83
C -1.55 -1.77 -9.12
C -0.82 -2.37 -10.14
C 0.18 -3.27 -9.81
C 0.40 -3.55 -8.47
C -0.38 -2.91 -7.52
H -2.33 -1.06 -9.35
H -1.03 -2.12 -11.17
H 0.76 -3.75 -10.58
H 1.17 -4.25 -8.16
H -0.23 -3.10 -6.47
N -3.86 -1.01 3.69
C -2.68 -0.54 4.08
C -2.22 0.74 3.77
C -3.04 1.56 3.02
C -4.27 1.08 2.60
C -4.63 -0.20 2.97
H -2.06 -1.22 4.66
H -1.25 1.07 4.12
H -2.72 2.56 2.75
H -4.94 1.70 2.02
H -5.59 -0.61 2.67
N 8.03 -5.19 0.73
C 9.08 -4.39 0.86
C 9.22 -3.46 1.88
C 8.21 -3.35 2.82
C 7.10 -4.17 2.69
C 7.06 -5.07 1.64
H 9.86 -4.51 0.11
H 10.11 -2.84 1.93
H 8.28 -2.63 3.63
H 6.28 -4.12 3.40
H 6.22 -5.74 1.52
N -3.71 3.57 7.27
C -4.16 3.05 6.13
C -5.42 3.32 5.61
C -6.25 4.18 6.30
C -5.79 4.73 7.49
C -4.52 4.40 7.93
H -3.49 2.38 5.61
H -5.72 2.88 4.67
H -7.24 4.42 5.93
H -6.41 5.40 8.07
H -4.13 4.81 8.85
N -3.13 4.91 -4.82
C -3.48 5.12 -6.09
C -2.80 4.59 -7.18
C -1.70 3.80 -6.94
C -1.31 3.57 -5.63
C -2.06 4.14 -4.61
H -4.35 5.75 -6.23
H -3.14 4.81 -8.18
H -1.14 3.37 -7.76
H -0.45 2.96 -5.39
H -1.79 3.98 -3.57
N 8.67 -1.87 5.84
C 9.53 -2.55 6.61
C 9.50 -2.53 7.99
C 8.53 -1.76 8.62
C 7.64 -1.04 7.83
C 7.75 -1.14 6.46
H 10.27 -3.14 6.08
H 10.22 -3.10 8.56
H 8.48 -1.71 9.70
H 6.87 -0.43 8.28
H 7.07 -0.59 5.81
N -4.85 4.70 2.57
C -3.75 5.23 3.10
C -3.31 6.52 2.84
C -4.06 7.30 1.97
C -5.21 6.77 1.41
C -5.56 5.47 1.74
H -3.20 4.59 3.78
H -2.41 6.90 3.31
H -3.75 8.32 1.74
H -5.82 7.35 0.74
H -6.46 5.02 1.33
*
```

Mulliken population analysis, charges in e, atoms 1 to 99:
1. C -1.349
2. C -0.262
3. C -0.432
4. C -0.677
5. O -0.560
6. C 0.387
7. C 0.791
8. C -0.326
9. O -0.308
10. O -0.496
11. C -0.016
12. C -0.817
13. N 0.046
14. C 0.172
15. P 0.610
16. O -0.703
17. H 0.214
18. H 0.499
19. H 0.262
20. H 0.248
21. H 0.308
22. H 0.219
23. H 0.241
24. H 0.384
25. H 0.571
26. H 0.361
27. H 0.647
28. H 0.449
29. H 0.288
30. H 0.158
31. H -0.032
32. N -0.457
33. C -0.208
34. C -0.476
35. C -0.085
36. C -0.452
37. C -0.432
38. H 0.415
39. H 0.400
40. H 0.399
41. H 0.383
42. H 0.536
43. N -0.250
44. C -0.538
45. C -0.410
46. C -0.391
47. C -0.913
48. C 0.271
49. H 0.672
50. H 0.481
51. H 0.402
52. H 0.481
53. H 0.270
54. N -0.229
55. C -0.153
56. C -0.608
57. C -0.163
58. C -0.767
59. C 0.033
60. H 0.368
61. H 0.377
62. H 0.395
63. H 0.385
64. H 0.403
65. N -0.617
66. C -0.509
67. C -0.340
68. C 0.202
69. C -0.291
70. C -0.589
71. H 0.458
72. H 0.390
73. H 0.341
74. H 0.489
75. H 0.440
76. N -0.569
77. C -0.246
78. C -0.538
79. C 0.068
80. C -0.482
81. C -0.471
82. H 0.368
83. H 0.377
84. H 0.503
85. H 0.383
86. H 0.646
87. N -0.576
88. C -0.293
89. C 0.044
90. C -0.582
91. C -0.310
92. C -0.331
93. H 0.586
94. H 0.333
95. H 0.407
96. H 0.383
97. H 0.374
98. N -0.522
99. C -0.322



(4)
ORCA calculation (the ωB97M-V functional and the def2-TZVPD basis) on C14H29BI2N3O as an isolated structure.

The calculation puts the HOMO-LUMO gap at 8.579 eV. For the LUMO energy, the calculation gives -2.860 eV.

Geometry as ORCA input:
```
! RIJCOSX wB97M-V def2-TZVPD def2/J DEFGRID3
* xyz 1 1
C 1.46 -2.15 1.53
C 1.52 -2.99 0.22
I 2.86 -4.70 0.08
C 0.71 -2.67 -0.85
I 0.80 -3.95 -2.63
C -0.31 -1.50 -0.95
C -1.86 -1.85 -0.60
C -2.31 -0.52 0.21
C -2.25 -0.98 1.74
B -3.88 -0.40 -0.24
N -4.74 -1.59 -0.58
O -4.56 0.87 -0.28
N -1.34 0.53 -0.22
C -1.19 1.80 0.57
N -2.39 2.21 1.29
C 0.05 -0.06 -0.43
C 0.91 0.60 -1.61
C 1.76 1.84 -1.11
C 2.99 1.45 -0.20
C 3.30 2.61 0.86
C 4.31 1.19 -1.05
H 2.27 -1.36 1.44
H 1.66 -2.71 2.46
H 0.50 -1.58 1.65
H -0.37 -1.34 -2.06
H -2.06 -2.83 -0.13
H -2.34 -1.77 -1.62
H -1.40 -0.41 2.22
H -3.19 -0.72 2.30
H -1.99 -2.06 1.86
H -4.57 -2.36 0.06
H -4.53 -1.91 -1.54
H -4.88 0.99 0.63
H -1.58 0.79 -1.19
H -0.33 1.80 1.28
H -0.97 2.61 -0.18
H -2.37 3.21 1.49
H -2.53 1.67 2.14
H 0.72 0.09 0.44
H 0.27 0.82 -2.49
H 1.66 -0.20 -1.88
H 2.20 2.31 -2.04
H 1.15 2.64 -0.62
H 2.79 0.53 0.42
H 4.29 3.09 0.65
H 2.49 3.39 0.85
H 3.34 2.21 1.91
H 5.22 1.65 -0.59
H 4.52 0.10 -1.16
H 4.20 1.64 -2.07
*
```

From a Mulliken analysis of the wavefunction, the atomic charges in e read:
1. C -0.683
2. C 0.123
3. I 0.114
4. C -1.348
5. I 0.105
6. C 0.387
7. C -1.131
8. C 0.395
9. C -1.386
10. B 0.483
11. N -0.556
12. O -0.536
13. N 0.317
14. C -0.770
15. N -0.425
16. C -0.375
17. C -0.873
18. C -1.249
19. C 1.991
20. C -1.298
21. C -1.265
22. H 0.164
23. H 0.489
24. H -0.006
25. H 0.611
26. H 0.481
27. H 0.315
28. H 0.434
29. H 0.381
30. H 0.303
31. H 0.310
32. H 0.299
33. H 0.304
34. H 0.764
35. H 0.302
36. H 0.453
37. H 0.303
38. H 0.227
39. H 0.309
40. H 0.467
41. H 0.387
42. H 0.466
43. H 0.226
44. H -0.955
45. H 0.362
46. H 0.288
47. H 0.307
48. H 0.420
49. H 0.300
50. H 0.269



(5)
ORCA calculation (the ωB97M-V functional and the def2-TZVPD basis) on one molecule with the formula C6H10OS.

Its structure (SMILES) is CO[C@H]1CS[C@H]2C[C@@H]12. The calculation puts the HOMO-LUMO gap at 9.313 eV. For the LUMO energy, the calculation gives 0.897 eV.

Geometry as ORCA input:
```
! RIJCOSX wB97M-V def2-TZVPD def2/J DEFGRID3
* xyz 0 1
C -2.56 0.09 -0.60
C -0.62 -0.45 0.66
C 0.21 -1.28 -0.32
C 1.34 0.99 0.26
C 0.28 1.65 -0.56
C -0.10 0.93 0.68
H -2.47 1.15 -0.40
H -3.60 -0.15 -0.69
H -2.06 -0.08 -1.54
H -0.39 -0.74 1.73
H -0.07 -1.25 -1.42
H 0.06 -2.29 0.01
H 2.08 1.66 0.69
H -0.11 1.25 -1.48
H 0.40 2.76 -0.47
H -0.52 1.60 1.45
O -1.99 -0.63 0.52
S 1.95 -0.66 -0.17
*
```

From a Mulliken analysis of the wavefunction, the atomic charges in e read:
1. C -0.705
2. C 0.091
3. C -0.689
4. C -0.056
5. C -0.712
6. C -0.433
7. H 0.296
8. H 0.301
9. H 0.248
10. H 0.328
11. H 0.271
12. H 0.441
13. H 0.389
14. H 0.193
15. H 0.271
16. H 0.392
17. O -0.408
18. S -0.217



(6)
ORCA calculation (the ωB97M-V functional and the def2-TZVPD basis) on one molecule with the formula C5H8N2.

Its structure (SMILES) is Cc1cnn(C)c1. The calculation puts the HOMO-LUMO gap at 9.828 eV. For the LUMO energy, the calculation gives 1.006 eV.

Geometry as ORCA input:
```
! RIJCOSX wB97M-V def2-TZVPD def2/J DEFGRID3
* xyz 0 1
C -2.53 -0.28 -0.20
N -1.15 0.14 -0.28
C -0.06 -0.66 -0.33
C 1.03 0.12 -0.02
C 2.44 -0.30 0.25
C 0.47 1.40 0.18
N -0.84 1.40 0.04
H -3.15 0.28 -0.90
H -2.90 -0.12 0.82
H -2.59 -1.35 -0.43
H -0.14 -1.71 -0.60
H 3.18 0.26 -0.32
H 2.59 -1.37 0.05
H 2.66 -0.14 1.32
H 0.99 2.32 0.43
*
```

From a Mulliken analysis of the wavefunction, the atomic charges in e read:
1. C -0.732
2. N 0.615
3. C -0.322
4. C 0.418
5. C -1.152
6. C -0.389
7. N -0.944
8. H 0.254
9. H 0.283
10. H 0.298
11. H 0.358
12. H 0.299
13. H 0.323
14. H 0.254
15. H 0.438



| no. | calculated total energy (Eh) |
| --- | --- |
| 1 | -4660.4068 |
| 2 | -638.6538 |
| 3 | -3321.4146 |
| 4 | -1410.2987 |
| 5 | -707.9800 |
| 6 | -304.8126 |